Entry 1:
Formula: C3H7NO2
Source: the Open Molecules 2025 dataset
Level of theory: ωB97M-V/def2-TZVPD

Atoms and positions in Å:
C 2.04484 0.22903 -0.18256
N 0.61720 0.08352 -0.36397
C -0.22824 -0.00468 0.69037
O 0.09337 0.07855 1.86522
C -1.67161 -0.32909 0.34095
O -1.96451 -0.35112 -1.04553
H 2.40184 1.18173 -0.58658
H 2.23443 0.20129 0.89212
H 2.59204 -0.58851 -0.66526
H 0.22296 -0.07078 -1.28039
H -2.33533 0.34778 0.89094
H -1.81483 -1.32636 0.75530
H -2.19218 0.54864 -1.31060

Atoms 1-3, force components in eV/Å:
C 0.145 0.035 0.028
N -0.142 0.021 0.130
C 0.064 -0.128 0.079

**HOMO-LUMO gap**: 10.307 eV
**Structure (SMILES)**: CNC(=O)CO
**E_HOMO**: -0.354 Ha
**Charge**: 0

---

Entry 2:
Formula: CH5O2P
Source: the Open Molecules 2025 dataset
Level of theory: ωB97M-V/def2-TZVPD

Atoms and positions in Å:
C -0.13725 -0.33659 0.01317
O 1.11395 -0.82872 0.54267
O -0.75648 0.27598 1.00498
P 0.09945 0.82504 -1.47731
H -0.97454 -1.35382 -0.44909
H 1.17966 -1.77502 0.26266
H -0.96065 -0.14611 1.85937
H 1.24834 1.48480 -0.80843
H -0.81247 1.85444 -0.94802

Atoms 1-3, force components in eV/Å:
C -1.090 -3.716 -1.340
O -0.794 -1.526 -1.438
O -1.794 2.464 1.729

**HOMO-LUMO gap**: 10.437 eV
**E_HOMO**: -0.358 Ha
**Charge**: 0

---

Entry 3:
Formula: C4H7NO2
Source: the Open Molecules 2025 dataset
Level of theory: ωB97M-V/def2-TZVPD

Atoms and positions in Å:
C -0.87828 -1.07235 0.58185
C -0.47279 0.02585 -0.40607
C -1.21385 1.33614 -0.18420
O -2.21946 1.44936 0.46690
C 0.95264 0.14909 0.11845
N 1.97820 -0.07849 -0.69997
O 1.16145 0.31585 1.32500
H -0.07975 -0.61411 1.51408
H -1.89237 -0.94148 0.94647
H -0.83505 -2.05692 0.04773
H -0.49862 -0.16866 -1.49826
H -0.75604 2.21685 -0.68298
H 1.88159 -0.11216 -1.69596
H 2.86624 -0.23662 -0.25092

Atoms 1-3, force components in eV/Å:
C 0.217 0.454 1.266
C 0.385 0.198 0.411
C -0.270 0.132 0.287

**HOMO-LUMO gap**: 10.307 eV
**Structure (SMILES)**: C[C@@H](C=O)C(N)=O
**E_HOMO**: -0.358 Ha
**Charge**: 0

---

Entry 4:
Formula: C6H8
Source: the Open Molecules 2025 dataset
Level of theory: ωB97M-V/def2-TZVPD

Atoms and positions in Å:
C 1.05702 -0.27431 -1.50794
C -0.05373 -0.72359 -0.43578
C 0.20447 -0.93258 1.04475
C -0.50683 0.24800 0.48584
C -0.48709 1.67993 0.80376
C -1.63451 0.97089 1.05137
H 1.77508 0.36885 -0.83463
H 0.45731 0.19567 -2.32446
H 1.47690 -1.07943 -2.01323
H -0.76390 -1.38837 -0.91893
H -0.17755 -1.78629 1.56188
H 1.28307 -0.61471 1.30297
H 0.06236 2.52818 0.54661
H -2.69260 0.80778 1.23779

Atoms 1-3, force components in eV/Å:
C -2.009 1.681 3.158
C 1.123 -0.886 -3.515
C 3.791 1.277 -0.375

**HOMO-LUMO gap**: 9.430 eV
**Structure (SMILES)**: C[C@H]1CC12C=C2
**E_HOMO**: -0.302 Ha
**Charge**: 0

---

Entry 5:
Formula: C10H20BrI2NO4S
Source: the Open Molecules 2025 dataset
Level of theory: ωB97M-V/def2-TZVPD

Atoms and positions in Å:
C 2.91350 2.22900 -1.67354
C 1.75857 2.61936 -2.55088
I 2.10571 2.54596 -4.60460
C 0.56055 3.01288 -2.11594
I 0.19183 3.07205 -0.05312
N -0.47492 3.40707 -3.00552
S -0.69954 5.17742 -2.99327
C -1.67279 2.69114 -2.77486
O -1.74801 1.51887 -2.92621
O -2.73413 3.49772 -2.48137
Br -3.79816 2.87078 -1.14764
H 2.67919 1.32900 -1.10824
H 3.79946 2.07396 -2.28332
H 3.14652 3.05252 -0.99567
H 0.57512 5.42581 -2.69713
C 1.35206 -1.63629 3.06472
C 1.34268 -0.11817 3.12858
C 0.43462 0.39558 4.23486
O 0.93070 0.41909 1.86695
H 0.34945 -2.01208 2.85008
H 2.00873 -1.98524 2.26802
H 1.68575 -2.07379 4.00653
H 2.35640 0.25039 3.29051
H -0.59503 0.07118 4.05975
H 0.43950 1.48570 4.26044
H 0.74919 0.02349 5.21034
H 0.02987 0.11485 1.70786
C -0.74481 -3.50824 -1.61564
C -1.31041 -3.70384 -0.21769
C -2.67596 -3.05050 -0.06987
O -0.40498 -3.19060 0.76158
H -0.61486 -2.44316 -1.82670
H 0.23142 -3.98507 -1.70222
H -1.40674 -3.92837 -2.37359
H -1.39230 -4.77013 -0.00332
H -2.59933 -1.97236 -0.23873
H -3.06579 -3.20336 0.93680
H -3.39070 -3.45746 -0.78575
H -0.31237 -2.24513 0.59784

Atoms 1-3, force components in eV/Å:
C 0.091 0.377 -0.360
C -0.217 0.037 0.194
I -0.011 0.004 -0.109

**HOMO-LUMO gap**: 7.844 eV
**Structure (SMILES)**: C/C(I)=C(\I)N(S)C(=O)OBr.CC(C)O.CC(C)O
**E_HOMO**: -0.326 Ha
**Charge**: 0

---

Entry 6:
Formula: C34H34N6O7RhS2
Source: the Open Molecules 2025 dataset
Level of theory: ωB97M-V/def2-TZVPD

Atoms and positions in Å:
Rh -0.21991 -0.30477 0.27234
C -4.78751 0.73757 -2.45983
C -4.27420 -0.55632 -3.07037
N -2.80992 -0.65085 -2.98057
C -2.06296 -0.18293 -4.14754
C -1.78629 -1.29919 -5.14182
C -2.24099 -1.10776 -1.87352
S -0.49359 -1.26165 -1.82059
N -3.05668 -1.51013 -0.90486
C -2.75971 -1.72376 0.35429
O -1.74924 -1.29846 1.01289
C -3.73507 -2.50841 1.15670
C -4.80688 -3.14286 0.53408
C -5.70423 -3.88600 1.28275
C -5.54048 -3.99313 2.65685
C -4.47580 -3.35849 3.28245
C -3.57279 -2.62077 2.53584
H -5.87140 0.79389 -2.55843
H -4.35980 1.60616 -2.96445
H -4.53114 0.78677 -1.40174
H -4.52969 -0.61991 -4.12816
H -4.70077 -1.41733 -2.56248
H -1.13130 0.26499 -3.80746
H -2.66339 0.60368 -4.60666
H -1.15569 -2.06518 -4.68989
H -1.27276 -0.90376 -6.01798
H -2.71309 -1.76821 -5.47403
H -4.92630 -3.04994 -0.53576
H -6.53339 -4.38048 0.79477
H -6.24460 -4.57022 3.24177
H -4.35105 -3.43858 4.35412
H -2.74231 -2.12337 3.01649
O 3.91020 -2.73999 6.06045
N 3.94493 -2.74719 4.85180
O 4.76886 -3.32582 4.17260
C 2.91732 -1.95702 4.14233
C 2.46209 -0.86047 4.77719
C 1.50665 -0.00475 4.14822
C 0.97714 1.14503 4.76490
C 0.05037 1.89008 4.09157
C -0.34625 1.50653 2.80070
N 0.15521 0.44010 2.20614
C 1.06282 -0.31870 2.86605
C 1.53861 -1.50336 2.21143
N 1.01901 -1.76942 0.98503
C 1.36084 -2.88303 0.36683
C 2.25471 -3.79489 0.93153
C 2.81409 -3.53636 2.15384
C 2.46233 -2.35238 2.83386
H 2.82422 -0.62876 5.76948
H 1.30350 1.41938 5.76013
H -0.38896 2.77494 4.52852
H -1.08263 2.07018 2.23701
H 0.90419 -3.06053 -0.59664
H 2.49605 -4.69745 0.38941
H 3.51508 -4.22792 2.59249
C 7.29984 3.18479 -2.20998
C 5.87385 2.93093 -1.81350
C 5.29026 3.64988 -0.77444
C 3.98333 3.40812 -0.38134
C 3.25871 2.43271 -1.04612
C 3.81064 1.70088 -2.09119
C 5.11473 1.95671 -2.46615
S 1.60746 2.12930 -0.56257
O 1.29363 2.93470 0.57858
O 1.52381 0.66027 -0.42405
N 0.65571 2.49367 -1.82538
C -0.24697 3.65857 -1.75472
C -1.70232 3.25246 -1.48761
C -1.78467 2.34323 -0.27061
O -2.16178 2.75070 0.81230
O -1.38094 1.13939 -0.56070
H 7.54377 4.24409 -2.14058
H 7.49448 2.85041 -3.22748
H 7.97952 2.64667 -1.54635
H 5.86480 4.41303 -0.26461
H 3.52892 3.96516 0.42611
H 3.22779 0.94616 -2.60331
H 5.55499 1.39559 -3.28067
H 0.20042 1.64197 -2.14429
H -0.17760 4.20466 -2.69439
H 0.10926 4.31175 -0.96007
H -2.09296 2.71538 -2.35512
H -2.29613 4.15001 -1.32585

Atoms 1-3, force components in eV/Å:
Rh -0.038 0.033 0.075
C 0.002 0.003 -0.012
C 0.006 0.003 0.001

**HOMO-LUMO gap**: 7.649 eV
**E_HOMO**: -0.412 Ha
**Charge**: +1

---

Entry 7:
Formula: C6H11I2N2O
Source: the Open Molecules 2025 dataset
Level of theory: ωB97M-V/def2-TZVPD

Atoms and positions in Å:
C -1.85402 0.17022 -0.75614
C -0.99694 -1.03870 -0.44560
C 0.21745 1.29688 -1.47906
C 0.06877 -1.01593 0.73917
C 1.00603 1.22004 -0.08769
C 2.29615 -0.25932 1.38508
N -1.21209 1.26147 -1.21647
N 1.25044 -0.12598 0.31067
O -3.03588 0.12144 -0.57447
I -4.05901 -2.03277 1.11138
I 0.41283 2.70302 1.28366
H -1.84995 -1.73669 -0.29665
H -0.49802 -1.12964 -1.36089
H 0.43358 2.28276 -1.84638
H 0.51035 0.53773 -2.12985
H -0.49696 -0.68806 1.57162
H 0.41032 -2.11895 0.83599
H 1.84293 0.08343 2.32946
H 2.41834 -1.38317 1.43404
H 3.32185 0.09494 1.09695
H -1.69933 2.20674 -1.23065
H 1.51315 -0.44947 -0.67418

Atoms 1-3, force components in eV/Å:
C 0.857 0.250 1.226
C -0.562 0.455 1.203
C -0.347 1.674 3.607

**HOMO-LUMO gap (spin up / spin down)**: 7.058 / 6.826 eV
**E_HOMO (spin up / spin down)**: -0.443 / -0.455 Ha
**Charge**: +1

---

Entry 8:
Formula: C35H59KN8O4S
Source: the Open Molecules 2025 dataset
Level of theory: ωB97M-V/def2-TZVPD

Atoms and positions in Å:
K 1.46849 -0.04389 -0.73566
C -1.52138 3.08105 4.09711
C -1.75499 3.28581 2.60387
C -3.11976 2.74816 2.15199
C -3.46597 1.23711 2.20260
C -4.71444 1.08414 1.33082
C -3.76752 0.74122 3.62201
N -2.35170 0.39977 1.63692
C -2.68096 -1.04730 1.52366
C -1.85540 -1.77880 0.48144
N -0.42157 -1.95410 0.70654
C 0.07932 -2.57171 -0.53674
C 1.61415 -2.77955 -0.70560
O 1.90966 -3.53927 -1.63826
O 2.36442 -2.11151 0.05568
C -0.05662 -2.80235 1.86863
C -0.87784 -4.09738 1.96754
C -0.09020 -2.11899 3.24635
C 0.82448 -0.92666 3.55923
C 0.69837 -0.66898 5.06287
C 2.27910 -1.26384 3.21965
N 0.32857 0.27743 2.84031
C 0.95903 1.53568 3.25613
C 0.65913 2.67570 2.28399
N -0.70499 2.71578 1.76190
C -0.68787 3.25804 0.39574
C -0.19772 2.14777 -0.55171
O 0.84735 2.32944 -1.19590
O -0.88272 1.07097 -0.54029
H -2.38391 3.45540 4.65272
H -0.64482 3.63719 4.43474
H -1.37695 2.03066 4.35244
H -1.80459 4.37717 2.44737
H -3.28350 3.06572 1.11986
H -3.88839 3.25933 2.73576
H -5.42585 1.86747 1.59845
H -5.22314 0.12953 1.47440
H -4.46731 1.18924 0.27185
H -4.42834 1.44639 4.12801
H -2.86103 0.63434 4.22088
H -4.27449 -0.22583 3.60147
H -1.50118 0.48854 2.23041
H -1.97762 0.76395 0.71542
H -3.71573 -1.13273 1.19744
H -2.60737 -1.50148 2.50678
H -1.97230 -1.22976 -0.45503
H -2.34830 -2.75044 0.33236
H -0.25249 -1.93334 -1.36395
H -0.39280 -3.54307 -0.71937
H 0.98077 -3.07686 1.68380
H -1.90057 -3.90733 2.31164
H -0.41005 -4.77284 2.68626
H -0.92844 -4.62299 1.01089
H 0.19906 -2.90602 3.94996
H -1.11005 -1.84177 3.52814
H 0.90627 -1.58920 5.61113
H -0.31387 -0.33617 5.32026
H 1.41035 0.08519 5.40454
H 2.59215 -2.16213 3.76080
H 2.95040 -0.45546 3.52257
H 2.40597 -1.45538 2.14955
H 0.47402 0.14283 1.83970
H 2.05129 1.46455 3.31666
H 0.61544 1.78359 4.25443
H 1.31274 2.55059 1.41827
H 0.96170 3.62597 2.75063
H -0.03615 4.13339 0.31159
H -1.68703 3.55607 0.08122
C 4.86304 3.14579 -0.58165
C 4.72873 3.71525 -1.83791
C 4.14697 2.97311 -2.85115
C 3.70777 1.68148 -2.57247
N 3.82014 1.13832 -1.36086
C 4.38751 1.85668 -0.39838
C 3.11285 0.84418 -3.64696
C 3.63120 0.89721 -4.93867
C 3.08497 0.08260 -5.91749
C 2.04595 -0.76767 -5.57709
C 1.59650 -0.75350 -4.26585
N 2.09835 0.04043 -3.32424
H 5.31583 3.68515 0.23851
H 5.06755 4.72640 -2.02470
H 4.00776 3.39537 -3.83765
H 4.46903 1.37063 0.57079
H 4.47219 1.54081 -5.16184
H 3.48150 0.09646 -6.92521
H 1.60462 -1.44049 -6.30153
H 0.80727 -1.42907 -3.94491
C -5.63572 -2.62368 -4.02124
N -4.57846 -2.35894 -3.04590
C -5.07798 -2.39474 -1.67924
C -3.70099 -1.31739 -3.37302
S -3.52491 0.03636 -2.41648
N -2.97175 -1.52207 -4.49937
C -2.20724 -0.45894 -5.12417
C -2.71742 -2.84423 -5.06303
H -6.42757 -1.86717 -3.95020
H -6.07070 -3.60278 -3.81933
H -5.24771 -2.62059 -5.03526
H -5.55861 -3.36106 -1.52056
H -5.79966 -1.59403 -1.48005
H -4.24829 -2.29157 -0.98430
H -2.47775 0.49525 -4.68906
H -2.40917 -0.44914 -6.19784
H -1.13664 -0.62025 -4.97139
H -3.05119 -3.61292 -4.37798
H -1.64379 -2.95998 -5.22275
H -3.21555 -2.97682 -6.02764

Atoms 1-3, force components in eV/Å:
K 0.007 0.288 0.020
C 0.011 0.012 0.033
C 0.006 -0.072 0.019

**HOMO-LUMO gap**: 8.134 eV
**E_HOMO**: -0.283 Ha
**Charge**: 0

---

Calculated energy above the lowest of the compared OMol25 structures with the same formula, charge and spin in order - 18.2; 50.7; 52.0; 95.5; 0.0; 0.5; 46.8; 16.9 kcal/mol
Calculated E in order - -8809.7413; -14499.5372; -9845.0256; -6346.6419; -117450.5488; -83757.1352; -27619.1458; -84525.8224 eV